No. 1
The following is a quantum chemistry calculation of one molecule with the formula C4H10N2O, from the Open Molecules 2025 dataset.

Each line ends with the Löwdin charge.
Geometry (Å):
H 0.136 -2.087 1.521  0.05
N 0.106 -1.142 1.159  0.14
C -0.095 -1.152 -0.105  -0.56
N -0.193 -2.263 -0.931  0.13
O -0.166 -0.036 -0.857  -0.03
C 0.027 1.280 -0.298  -0.41
C -1.082 1.665 0.680  -0.06
C 1.442 1.470 0.271  -0.06
H -0.711 -2.059 -1.777  0.09
H -0.561 -3.089 -0.468  0.10
H -0.039 1.894 -1.213  0.14
H -0.943 2.726 0.931  0.08
H -1.017 1.063 1.590  0.07
H -2.064 1.541 0.212  0.08
H 2.189 1.109 -0.472  0.09
H 1.600 2.547 0.454  0.08
H 1.590 0.900 1.192  0.06

## Properties
LUMO energy, eV: 0.92
Gap between HOMO and LUMO, eV: 10.314
Energy relative to the best compared isomer or geometry (same formula, charge and spin), kcal/mol: 20.6
E_tot, a.u.: -343.16860
SMILES string: [H]/N=C(\N)OC(C)C

***

No. 2
The following is a quantum chemistry calculation of one molecule with the formula C4H10N2O at a distorted geometry, from the Open Molecules 2025 dataset.

Each line ends with the Löwdin charge.
Geometry (Å):
C 0.737 0.926 1.263  -0.05
C 0.028 0.009 0.302  -0.36
C -0.682 0.556 -0.920  -0.24
N -1.650 1.580 -0.495  -0.01
N 0.991 -1.005 -0.239  0.04
C 0.778 -2.331 -0.199  -0.39
O -0.251 -2.887 0.081  0.02
H 0.031 1.415 1.926  0.08
H 1.304 1.685 0.715  0.08
H 1.495 0.367 1.804  0.08
H -0.683 -0.651 0.810  0.14
H 0.039 1.055 -1.569  0.11
H -1.157 -0.198 -1.545  0.11
H -2.246 1.278 0.274  0.07
H -2.326 1.774 -1.219  0.06
H 1.898 -0.689 -0.522  0.13
H 1.695 -2.883 -0.469  0.13

## Properties
LUMO energy, eV: 0.89
Gap between HOMO and LUMO, eV: 10.407
Energy relative to the best compared isomer or geometry (same formula, charge and spin), kcal/mol: 24.5
E_tot, a.u.: -343.16237
SMILES string: C[C@@H](CN)NC=O

***

No. 3
The following is a quantum chemistry calculation of an isolated ion of composition C4H10N2O2 and charge -1 at a distorted geometry, from the Open Molecules 2025 dataset.

Each line ends with the Löwdin charge.
Geometry (Å):
N 0.948 -0.887 1.696  0.01
C 0.603 -0.121 0.454  -0.32
C 0.043 -1.002 -0.675  -0.45
C -0.148 -0.244 -1.964  -0.06
O -1.154 -1.601 -0.189  -0.08
C -0.481 0.945 0.780  -0.60
N 0.018 2.269 0.626  0.04
O -1.694 0.699 1.076  -0.19
H 1.290 -1.830 1.473  0.04
H 0.074 -1.099 2.173  0.05
H 1.581 0.337 0.261  0.11
H 0.724 -1.883 -0.738  0.13
H -0.463 -0.853 -2.809  0.06
H -0.933 0.485 -1.770  0.08
H 0.836 0.172 -2.209  0.08
H -1.761 -0.876 0.043  0.05
H 1.013 2.458 0.739  0.03
H -0.495 3.031 1.036  0.02

## Properties
Charge: -1
Spin multiplicity: 2
LUMO energy (spin up / spin down), eV: 4.19 / 4.10
Gap between HOMO and LUMO (spin up / spin down), eV: 3.199 / 8.114
Energy relative to the best compared isomer or geometry (same formula, charge and spin), kcal/mol: 36.4
E_tot, a.u.: -418.36225

***

No. 4
The following is a quantum chemistry calculation of one molecule with the formula C4H10N2O2 at a distorted geometry, from the Open Molecules 2025 dataset.

Each line ends with the Löwdin charge.
Geometry (Å):
C -1.757 0.523 -0.843  -0.07
C -0.485 -0.273 -0.657  -0.24
N 0.798 0.764 -0.771  -0.09
O 2.068 0.750 -1.430  -0.06
C -0.196 -0.849 0.696  -0.32
N -0.757 -0.193 1.872  0.05
C 1.463 -0.651 0.704  -0.27
O 2.042 -0.295 1.732  -0.01
H -1.820 0.931 -1.856  0.08
H -2.622 -0.125 -0.670  0.09
H -1.841 1.353 -0.135  0.08
H -0.335 -1.001 -1.456  0.14
H 0.785 1.508 -0.073  0.12
H 1.920 0.534 -2.367  0.10
H -0.371 -1.926 0.725  0.13
H -0.632 0.814 1.823  0.07
H -0.174 -0.454 2.672  0.08
H 1.913 -1.409 0.034  0.12

## Properties
LUMO energy, eV: 0.67
Gap between HOMO and LUMO, eV: 8.941
Energy relative to the best compared isomer or geometry (same formula, charge and spin), kcal/mol: 133.0
E_tot, a.u.: -418.24894
SMILES string: C[C@@H](NO)[C@H](N)C=O

***

No. 5
The following is a quantum chemistry calculation of one molecule with the formula C4H10N2O2 at a distorted geometry, from the Open Molecules 2025 dataset.

Each line ends with the Löwdin charge.
Geometry (Å):
C -0.765 0.186 0.399  -0.33
C 1.387 1.122 0.041  -0.37
C -1.518 -0.030 -0.919  -0.06
N -0.018 1.417 0.364  -0.05
C 0.192 -0.978 0.749  -0.34
N -0.042 -2.195 0.278  0.24
O 1.574 0.994 -1.362  -0.12
O 1.101 -0.915 1.703  0.02
H 1.368 1.842 -1.785  0.07
H -0.099 1.926 1.235  0.11
H -1.507 0.203 1.217  0.16
H -0.677 -2.349 -0.486  0.11
H 0.526 -2.963 0.602  0.14
H 1.999 1.955 0.423  0.07
H 1.609 -0.038 1.268  0.12
H -2.145 0.841 -1.102  0.08
H -0.806 -0.118 -1.738  0.08
H -2.179 -0.901 -0.886  0.07

## Properties
LUMO energy, eV: 0.52
Gap between HOMO and LUMO, eV: 6.861
Energy relative to the best compared isomer or geometry (same formula, charge and spin), kcal/mol: 107.7
E_tot, a.u.: -418.28925

***

No. 6
The following is a quantum chemistry calculation of a 2-piece molecular cluster, C4H10N2O2 overall at a distorted geometry, from the Open Molecules 2025 dataset.

Each line ends with the Löwdin charge.
Geometry (Å):
N 0.438 -0.117 -1.840  0.06
C 0.201 -0.066 -0.416  -0.49
N -0.344 -1.249 0.132  0.05
C 1.412 0.365 0.439  -0.44
O 2.505 -0.429 0.007  -0.02
O 1.161 0.200 1.795  0.00
H 1.245 -0.709 -2.022  0.07
H 0.659 0.803 -2.204  0.07
H -0.656 0.747 -0.224  0.09
H -0.010 -2.049 -0.399  0.09
H -1.424 -1.164 0.044  0.07
H 1.646 1.428 0.284  0.15
H 3.195 -0.352 0.674  0.10
H 0.622 -0.604 1.878  0.08
C -2.279 1.253 0.251  0.01
C -2.798 0.179 0.509  0.01
H -2.233 2.284 -0.001  0.05
H -3.342 -0.522 1.092  0.05

## Properties
LUMO energy, eV: 0.94
Gap between HOMO and LUMO, eV: 10.153
Energy relative to the best compared isomer or geometry (same formula, charge and spin), kcal/mol: 107.8
E_tot, a.u.: -418.28924
SMILES string: NC(N)C(O)O.C#C

***

No. 7
The following is a quantum chemistry calculation of a 2-piece molecular cluster, C4H10N2O2 overall at a distorted geometry, from the Open Molecules 2025 dataset.

Each line ends with the Löwdin charge.
Geometry (Å):
C -2.224 -1.542 2.005  -0.08
N -1.431 -1.421 3.202  -0.05
C -1.920 -0.902 4.304  -0.44
O -3.096 -0.788 4.480  0.03
H -1.728 -2.155 1.234  0.09
H -2.372 -0.525 1.604  0.09
H -3.212 -1.982 2.222  0.09
H -0.432 -1.636 3.142  0.14
H -1.097 -0.716 5.036  0.13
C 1.302 1.584 -3.917  -0.08
N 2.336 1.612 -2.871  -0.05
C 2.503 0.682 -1.879  -0.36
O 1.825 -0.341 -1.717  -0.01
H 1.038 0.568 -4.254  0.09
H 1.667 2.159 -4.785  0.08
H 0.393 2.073 -3.529  0.08
H 3.109 2.262 -3.033  0.13
H 3.337 1.069 -1.244  0.13

## Properties
LUMO energy, eV: 0.65
Gap between HOMO and LUMO, eV: 10.298
Energy relative to the best compared isomer or geometry (same formula, charge and spin), kcal/mol: 40.4
E_tot, a.u.: -418.39662
SMILES string: CNC=O.CNC=O

***

No. 8
The following is a quantum chemistry calculation of a 2-piece molecular cluster, C4H10N2O2 overall at a distorted geometry, from the Open Molecules 2025 dataset.

Each line ends with the Löwdin charge.
Geometry (Å):
C 2.608 -0.243 -0.259  -0.01
C 1.560 -1.348 -0.225  -0.58
N 1.184 -1.745 1.059  0.14
O 0.966 -1.719 -1.209  0.04
H 3.615 -0.591 -0.475  0.08
H 2.557 0.381 0.634  0.07
H 2.300 0.446 -1.048  0.08
H 0.238 -2.082 0.943  0.10
H 1.403 -1.140 1.829  0.09
C -0.992 1.328 -1.155  0.00
C -1.583 1.288 0.242  -0.60
N -2.789 0.683 0.386  0.15
O -0.928 1.637 1.200  0.03
H -0.534 2.306 -1.254  0.08
H -1.670 1.139 -1.995  0.08
H -0.311 0.489 -1.304  0.06
H -3.320 0.788 1.222  0.09
H -3.407 0.289 -0.300  0.10

## Properties
LUMO energy, eV: 0.79
Gap between HOMO and LUMO, eV: 10.723
Energy relative to the best compared isomer or geometry (same formula, charge and spin), kcal/mol: 17.6
E_tot, a.u.: -418.43284
SMILES string: CC(N)=O.CC(N)=O